ORCA calculation (ωB97M-V/def2-TZVPD) on C7H10BF4NPt as an isolated structure at a distorted geometry.

```
24
Properties=species:S:1:pos:R:3:mulliken_spin:R:1
C 0.846 0.062 -2.163 -0.082
C 0.502 1.342 -1.596 0.137
C -0.828 1.242 -1.056 0.047
C -1.298 -0.124 -1.275 0.101
C -0.287 -0.802 -2.030 0.023
Pt 0.497 -0.199 0.115 0.081
N -0.377 -3.587 -0.852 1.102
C 2.034 0.398 1.000 0.039
C 1.762 1.807 1.122 0.657
H -1.393 2.029 -0.575 0.022
H 1.153 2.205 -1.520 -0.062
H -2.241 -0.510 -0.953 0.025
H -0.384 -1.812 -2.422 0.023
H 1.808 -0.178 -2.612 -0.020
H 2.075 2.501 0.331 -0.072
H 2.342 -0.166 1.902 -0.002
H -0.511 -4.080 0.073 -0.060
H 1.404 2.125 2.075 -0.010
H 2.723 0.328 0.163 -0.004
F -0.559 -0.790 2.169 0.012
B -2.018 -0.517 2.069 0.029
F -2.567 -0.664 3.332 -0.003
F -2.141 0.825 1.580 0.000
F -2.541 -1.436 1.123 0.016
```

Values from the calculation:
E ... -871.0395 Ha
Spin multiplicity ... 3
Maximum force ... 4.752 eV/A
Molecular weight ... 390.05 g/mol
Total charge ... -2
HOMO (alpha / beta) ... 0.9 / 1.9 eV